{"formula": "C16H48O16", "method": "ωB97M-V/def2-TZVPD", "elements": ["C", "C", "O", "O", "H", "H", "H", "H", "H", "H", "C", "C", "O", "O", "H", "H", "H", "H", "H", "H", "C", "C", "O", "O", "H", "H", "H", "H", "H", "H", "C", "C", "O", "O", "H", "H", "H", "H", "H", "H", "C", "C", "O", "O", "H", "H", "H", "H", "H", "H", "C", "C", "O", "O", "H", "H", "H", "H", "H", "H", "C", "C", "O", "O", "H", "H", "H", "H", "H", "H", "C", "C", "O", "O", "H", "H", "H", "H", "H", "H"], "xyz": [[6.663, 1.616, -0.591], [7.011, 0.944, 0.729], [6.768, 2.009, 1.746], [7.600, 2.662, -0.807], [5.728, 2.151, -0.759], [6.988, 0.977, -1.412], [7.998, 0.482, 0.718], [6.313, 0.107, 0.735], [6.874, 1.781, 2.672], [7.530, 3.290, -0.084], [-8.664, 2.159, -0.961], [-7.639, 1.101, -1.276], [-6.191, 1.324, -1.041], [-8.158, 3.486, -1.306], [-8.872, 2.143, 0.109], [-9.532, 1.859, -1.548], [-7.748, 0.926, -2.347], [-7.976, 0.171, -0.819], [-5.693, 0.510, -1.141], [-8.779, 4.134, -0.965], [5.728, -2.053, 6.339], [7.099, -1.457, 6.788], [7.148, 0.007, 6.548], [5.702, -2.259, 4.885], [4.980, -1.439, 6.841], [5.820, -3.039, 6.795], [7.768, -1.800, 5.999], [7.370, -1.716, 7.812], [7.452, 0.417, 7.362], [4.830, -2.585, 4.651], [-1.726, 3.483, -3.339], [-2.901, 3.012, -4.216], [-4.153, 3.659, -3.873], [-1.972, 3.685, -1.974], [-1.298, 4.362, -3.821], [-0.925, 2.747, -3.418], [-3.125, 1.947, -4.159], [-2.667, 3.338, -5.229], [-4.199, 4.383, -4.501], [-1.488, 2.959, -1.574], [-0.213, -5.034, -4.713], [-0.691, -6.386, -4.996], [-1.367, -7.014, -3.910], [0.924, -5.192, -3.960], [-0.825, -4.430, -4.043], [-0.042, -4.577, -5.687], [0.008, -7.167, -5.297], [-1.423, -6.227, -5.787], [-1.770, -7.849, -4.158], [0.595, -5.866, -3.360], [3.617, 4.965, 5.121], [2.401, 5.565, 5.725], [2.349, 6.974, 5.576], [3.610, 5.022, 3.686], [3.862, 3.997, 5.557], [4.541, 5.447, 5.441], [2.611, 5.313, 6.764], [1.505, 5.006, 5.456], [2.294, 7.114, 4.628], [4.405, 4.530, 3.469], [-6.772, -5.758, -4.007], [-6.158, -5.240, -2.709], [-5.298, -4.061, -2.960], [-7.465, -4.750, -4.749], [-7.420, -6.592, -3.737], [-6.016, -6.199, -4.657], [-5.542, -6.021, -2.265], [-6.981, -5.166, -1.997], [-4.594, -4.375, -3.531], [-6.965, -4.090, -5.234], [1.144, 1.117, 1.639], [0.413, -0.077, 0.887], [-0.623, 0.200, -0.057], [1.546, 2.190, 0.709], [2.072, 0.755, 2.081], [0.550, 1.431, 2.497], [-0.013, -0.651, 1.710], [1.207, -0.697, 0.472], [-0.944, -0.634, -0.408], [1.802, 2.949, 1.239]], "lowdin_charge": [-0.24, -0.18, -0.09, -0.10, 0.13, 0.12, 0.12, 0.11, 0.07, 0.07, -0.23, -0.22, -0.07, -0.06, 0.11, 0.11, 0.11, 0.11, 0.07, 0.07, -0.22, -0.19, -0.10, -0.07, 0.12, 0.10, 0.11, 0.12, 0.06, 0.07, -0.27, -0.22, -0.07, -0.04, 0.11, 0.11, 0.11, 0.11, 0.07, 0.08, -0.29, -0.27, -0.07, -0.05, 0.13, 0.13, 0.13, 0.11, 0.09, 0.08, -0.27, -0.26, -0.04, -0.06, 0.12, 0.12, 0.12, 0.12, 0.08, 0.08, -0.25, -0.20, -0.08, -0.07, 0.12, 0.11, 0.11, 0.12, 0.07, 0.08, -0.19, -0.23, -0.06, -0.08, 0.10, 0.10, 0.10, 0.11, 0.08, 0.07], "e_lumo_ha": 0.0046, "e_above_lowest_kcal_mol": 135.44, "gap_ev": 9.5, "smiles": "OCCO.OCCO.OCCO.OCCO.OCCO.OCCO.OCCO.OCCO", "homo_ha": -0.343}



{"formula": "C31H30N6O6S2Tl", "method": "ωB97M-V/def2-TZVPD", "elements": ["Tl", "C", "C", "N", "N", "C", "N", "S", "C", "C", "C", "C", "C", "N", "H", "H", "H", "H", "H", "H", "H", "H", "H", "H", "O", "C", "O", "C", "C", "C", "N", "C", "C", "C", "O", "O", "H", "H", "H", "C", "N", "C", "C", "C", "C", "C", "C", "C", "C", "H", "H", "H", "H", "H", "H", "H", "H", "H", "H", "H", "H", "O", "C", "O", "C", "C", "C", "C", "S", "C", "C", "H", "H", "H", "H", "H"], "xyz": [[0.149, -0.693, -0.028], [-1.785, 2.486, 3.855], [-0.832, 1.557, 3.151], [-1.198, 0.448, 2.632], [-2.526, 0.140, 2.711], [-3.006, -1.049, 2.268], [-4.354, -1.171, 2.437], [-2.108, -2.239, 1.562], [0.597, 1.950, 3.002], [1.073, 3.135, 3.554], [2.413, 3.462, 3.404], [3.234, 2.593, 2.720], [2.668, 1.438, 2.191], [1.388, 1.124, 2.309], [-2.538, 1.932, 4.416], [-2.287, 3.137, 3.134], [-1.274, 3.118, 4.572], [-3.190, 0.878, 2.901], [-4.828, -0.629, 3.140], [-4.727, -2.084, 2.239], [0.427, 3.814, 4.087], [2.800, 4.383, 3.821], [4.288, 2.789, 2.580], [3.288, 0.747, 1.637], [4.037, -4.186, 5.041], [4.512, -3.700, 3.998], [5.673, -3.673, 3.562], [3.459, -3.021, 3.079], [2.114, -3.034, 3.420], [1.195, -2.412, 2.600], [1.552, -1.778, 1.481], [2.850, -1.742, 1.142], [3.820, -2.363, 1.909], [3.245, -0.919, -0.081], [4.411, -0.909, -0.432], [2.290, -0.242, -0.620], [1.820, -3.530, 4.335], [0.140, -2.397, 2.836], [4.858, -2.324, 1.612], [-3.893, -0.135, -1.325], [-2.643, -0.684, -1.795], [-2.271, -0.092, -3.065], [-2.685, -2.126, -1.870], [-1.333, -2.748, -2.128], [-1.281, -3.814, -3.023], [-0.095, -4.476, -3.299], [1.071, -4.058, -2.681], [1.027, -2.988, -1.797], [-0.159, -2.318, -1.500], [-4.719, -0.286, -2.045], [-3.775, 0.938, -1.159], [-4.176, -0.606, -0.383], [-2.987, -0.358, -3.863], [-1.279, -0.431, -3.367], [-2.245, 0.992, -2.969], [-3.386, -2.463, -2.657], [-3.070, -2.498, -0.918], [-2.196, -4.123, -3.517], [-0.084, -5.303, -3.998], [2.013, -4.551, -2.882], [1.956, -2.676, -1.338], [0.241, 5.356, -5.676], [0.865, 4.198, -5.327], [1.714, 3.754, -6.048], [0.438, 3.566, -4.047], [1.230, 2.545, -3.524], [0.908, 1.919, -2.332], [-0.250, 2.290, -1.642], [-0.778, 1.619, -0.101], [-1.058, 3.298, -2.176], [-0.714, 3.932, -3.355], [-0.343, 5.637, -4.963], [2.122, 2.253, -4.062], [1.558, 1.143, -1.942], [-1.973, 3.573, -1.664], [-1.396, 4.687, -3.733]], "lowdin_charge": [0.78, -0.02, -0.29, 0.05, -0.02, -0.85, 0.08, 0.76, -0.25, -0.02, -0.06, -0.03, -0.08, 0.12, 0.08, 0.10, 0.06, 0.13, 0.10, 0.09, 0.09, 0.11, 0.11, 0.10, -0.06, -0.70, -0.04, -0.08, 0.01, -0.13, 0.02, -0.20, 0.07, -0.65, 0.06, -0.17, 0.11, 0.04, 0.13, -0.11, -0.29, -0.08, -0.22, -0.25, -0.06, -0.09, -0.08, -0.11, -0.19, 0.09, 0.07, 0.06, 0.09, 0.09, 0.07, 0.12, 0.07, 0.10, 0.10, 0.10, 0.08, 0.10, -0.48, 0.11, -0.15, 0.01, -0.07, -0.63, 0.67, -0.14, -0.04, 0.08, 0.13, 0.08, 0.10, 0.11], "e_lumo_ha": 0.0511, "e_above_lowest_kcal_mol": 8.11, "gap_ev": 6.6, "homo_ha": -0.192, "charge": -1}



{"formula": "C6H11NO", "method": "ωB97M-V/def2-TZVPD", "elements": ["C", "C", "C", "C", "N", "C", "C", "O", "H", "H", "H", "H", "H", "H", "H", "H", "H", "H", "H"], "xyz": [[0.065, 1.046, 0.249], [1.327, 1.162, -0.611], [-0.633, -1.087, -0.935], [-0.577, -0.348, 0.216], [0.239, 1.404, 1.656], [-0.776, -1.791, -2.006], [-1.778, -0.550, 0.904], [0.779, -1.476, 0.942], [1.700, -1.173, 0.909], [-0.685, 1.728, -0.168], [0.744, 2.278, 1.745], [0.761, 0.670, 2.124], [1.678, 2.196, -0.604], [2.126, 0.530, -0.225], [1.137, 0.881, -1.650], [-1.622, -1.661, -2.673], [-0.033, -2.541, -2.265], [-2.278, -1.506, 0.861], [-2.174, 0.235, 1.533]], "nbo_charge": [-0.06, -0.62, 0.34, -0.01, -0.84, -0.51, -0.28, -0.96, 0.43, 0.19, 0.36, 0.38, 0.21, 0.21, 0.21, 0.25, 0.26, 0.21, 0.22], "e_lumo_ha": [-0.0191, -0.0161], "e_above_lowest_kcal_mol": 138.08, "gap_ev": [7.5, 7.6], "homo_ha": [-0.295, -0.297]}



{"formula": "C5H10O2", "method": "ωB97M-V/def2-TZVPD", "elements": ["C", "C", "C", "C", "C", "H", "H", "H", "H", "H", "H", "H", "H", "H", "H", "O", "O"], "xyz": [[-1.408, 1.421, 0.428], [-0.293, 0.379, 0.475], [-0.632, -0.899, -0.478], [0.803, -1.041, -1.043], [0.941, 0.519, -0.399], [-0.642, 2.521, 0.516], [-2.195, 1.283, 1.314], [-1.835, 1.664, -0.560], [0.519, -0.528, 1.808], [-0.667, -2.006, 0.155], [-1.407, -0.939, -1.339], [0.970, -1.227, -2.173], [2.108, -1.441, 0.639], [1.946, 0.604, -0.110], [0.831, 1.299, -1.175], [-0.232, 0.175, 1.928], [1.192, -1.782, 0.014]], "nbo_charge": [-0.60, 0.20, -0.43, 0.07, -0.45, 0.18, 0.25, 0.22, 0.47, 0.23, 0.22, 0.19, 0.46, 0.21, 0.22, -0.69, -0.73], "e_lumo_ha": 0.0182, "e_above_lowest_kcal_mol": 152.60, "gap_ev": 9.9, "homo_ha": -0.346}



{"formula": "C8H15NO2Si", "method": "ωB97M-V/def2-TZVPD", "elements": ["C", "C", "C", "C", "C", "C", "C", "C", "N", "O", "O", "Si", "H", "H", "H", "H", "H", "H", "H", "H", "H", "H", "H", "H", "H", "H", "H"], "xyz": [[0.592, 0.706, 1.047], [-0.791, 0.828, 0.760], [0.036, -0.736, -1.225], [-1.305, 0.088, -0.369], [-1.469, 1.965, 1.420], [-2.133, 0.982, -1.318], [1.848, -2.123, 0.939], [3.051, 0.083, -0.836], [-2.030, -1.099, 0.069], [-1.592, -1.752, 0.975], [-3.000, -1.384, -0.597], [1.511, -0.524, 0.063], [0.950, 1.260, 1.856], [-0.232, -1.858, -1.433], [0.115, -0.305, -2.205], [-1.467, 2.937, 0.922], [-1.013, 2.068, 2.426], [-2.445, 1.561, 1.494], [-2.518, 0.587, -2.276], [-1.572, 1.948, -1.654], [-2.988, 1.428, -0.738], [2.591, -2.166, 1.781], [0.909, -2.466, 1.409], [2.383, -2.743, 0.335], [2.985, 0.774, -1.622], [3.684, 0.500, -0.028], [3.899, -0.562, -1.196]], "nbo_charge": [-0.62, 0.06, -0.78, 0.01, -0.66, -0.63, -1.13, -1.13, 0.53, -0.38, -0.39, 1.60, 0.21, 0.24, 0.23, 0.23, 0.23, 0.21, 0.25, 0.22, 0.22, 0.25, 0.27, 0.24, 0.24, 0.24, 0.25], "e_lumo_ha": 0.0190, "e_above_lowest_kcal_mol": 90.41, "gap_ev": 9.9, "smiles": "CC1=C[Si](C)(C)C[C@@]1(C)[N+](=O)[O-]", "homo_ha": -0.345}



{"formula": "C21H28N3O9", "method": "ωB97M-V/def2-TZVPD", "elements": ["O", "C", "O", "O", "H", "C", "C", "C", "O", "C", "O", "O", "H", "H", "H", "H", "H", "H", "C", "C", "C", "O", "C", "O", "O", "H", "H", "H", "H", "H", "H", "N", "C", "C", "C", "C", "H", "H", "H", "H", "H", "N", "C", "C", "C", "C", "H", "H", "H", "H", "H", "N", "C", "C", "C", "C", "H", "H", "H", "H", "H"], "xyz": [[-1.654, -0.483, 0.543], [-0.501, -1.248, 0.095], [0.452, -1.214, 0.846], [-0.657, -1.810, -1.013], [-1.389, 0.090, 1.321], [0.814, -0.825, 3.690], [1.337, 0.613, 3.808], [2.242, 1.008, 2.628], [1.785, 2.324, 2.342], [0.586, 2.607, 3.011], [0.055, 3.680, 3.080], [0.227, 1.509, 3.719], [0.216, -1.105, 4.617], [1.688, -1.450, 3.615], [0.347, -0.929, 2.742], [1.773, 0.797, 4.769], [1.940, 0.358, 1.815], [3.279, 1.046, 2.816], [-1.909, 3.168, -0.966], [-3.369, 3.031, -0.977], [-3.909, 2.003, 0.051], [-4.336, 2.908, 1.104], [-4.613, 4.094, 0.643], [-5.286, 4.935, 1.228], [-4.012, 4.266, -0.554], [-1.503, 3.396, 0.064], [-1.628, 4.042, -1.662], [-1.495, 2.294, -1.360], [-3.674, 2.652, -1.965], [-3.178, 1.335, 0.487], [-4.770, 1.395, -0.268], [1.415, -3.806, 1.309], [0.987, -4.973, 1.881], [2.083, -5.789, 2.010], [3.218, -5.056, 1.619], [2.768, -3.898, 1.096], [0.870, -2.951, 1.163], [-0.068, -5.077, 2.108], [2.085, -6.744, 2.385], [4.200, -5.479, 1.759], [3.383, -3.184, 0.595], [-1.911, -0.256, -2.752], [-3.248, -0.184, -3.107], [-3.410, 0.825, -4.054], [-2.045, 1.334, -4.293], [-1.178, 0.712, -3.429], [-1.568, -0.902, -2.070], [-3.995, -0.841, -2.605], [-4.384, 1.011, -4.548], [-1.828, 2.176, -4.987], [-0.124, 0.859, -3.237], [2.463, -0.719, -1.651], [2.678, -0.567, -2.970], [3.877, 0.055, -3.186], [4.475, 0.269, -1.867], [3.592, -0.208, -0.943], [1.569, -1.000, -1.182], [1.906, -0.860, -3.650], [4.219, 0.328, -4.230], [5.388, 0.773, -1.557], [3.725, -0.333, 0.124]], "nbo_charge": [-0.79, 0.99, -0.80, -0.76, 0.48, -0.64, 0.07, -0.10, -0.51, 0.98, -0.58, -0.51, 0.21, 0.21, 0.26, 0.17, 0.21, 0.19, -0.63, 0.05, -0.09, -0.50, 0.98, -0.62, -0.50, 0.22, 0.22, 0.23, 0.22, 0.22, 0.19, -0.51, -0.07, -0.33, -0.31, -0.08, 0.45, 0.20, 0.20, 0.21, 0.21, -0.52, -0.08, -0.36, -0.31, -0.10, 0.45, 0.21, 0.22, 0.21, 0.22, -0.53, -0.05, -0.34, -0.30, -0.09, 0.46, 0.21, 0.22, 0.21, 0.21], "e_lumo_ha": 0.1002, "e_above_lowest_kcal_mol": 0.00, "gap_ev": 8.7, "homo_ha": -0.218, "charge": -1}